1.
Here is a molecular structure, C25H25BrN13OPPt in a non-equilibrium geometry from the OMol25 dataset. Energies are from ωB97M-V with the def2-TZVPD basis set.

Atoms and positions in Å:
Pt -0.656 1.201 0.672
Br 2.777 6.349 4.567
C 1.438 5.220 3.857
C 0.161 5.749 3.578
C -0.787 4.978 2.976
C -0.534 3.608 2.646
O -1.394 2.921 2.036
C 0.737 3.050 3.072
C 0.900 1.637 3.041
N 0.043 0.814 2.515
C 0.033 -0.541 2.836
C -0.802 -1.032 3.820
C -0.669 -2.351 4.264
C 0.333 -3.154 3.779
C 1.208 -2.681 2.777
C 2.307 -3.408 2.277
C 3.075 -2.867 1.277
C 2.732 -1.606 0.760
N 1.734 -0.893 1.218
C 1.011 -1.383 2.237
C 1.713 3.882 3.620
H -0.052 6.778 3.826
H -1.763 5.374 2.739
H 1.740 1.235 3.607
H -1.544 -0.384 4.260
H -1.343 -2.721 5.021
H 0.460 -4.162 4.146
H 2.536 -4.373 2.705
H 3.940 -3.392 0.904
H 3.308 -1.158 -0.038
H 2.685 3.480 3.858
N -4.839 4.301 0.082
N -3.632 3.825 -0.210
N -2.633 4.602 -0.549
C -1.636 3.751 -0.683
N -2.050 2.499 -0.445
N -3.323 2.568 -0.143
H -5.034 5.211 -0.319
H -5.582 3.617 0.055
H -0.638 4.025 -0.964
C 1.684 -3.427 -3.995
N 1.108 -2.121 -4.231
C -0.296 -2.242 -4.576
N -1.021 -2.945 -3.532
C -0.433 -4.246 -3.297
N 0.960 -4.080 -2.916
C 1.182 -3.560 -1.646
P 0.473 -1.672 -1.547
C 1.360 -1.207 -3.153
C -1.173 -2.175 -2.332
H 2.739 -3.332 -3.729
H 1.596 -4.035 -4.897
H -0.387 -2.807 -5.506
H -0.731 -1.250 -4.717
H -0.481 -4.827 -4.221
H -0.983 -4.771 -2.512
H 2.248 -3.489 -1.421
H 0.655 -4.125 -0.875
H 2.435 -1.199 -2.941
H 1.074 -0.203 -3.474
H -1.771 -1.289 -2.558
H -1.715 -2.770 -1.589
N -1.345 2.735 -5.131
C -1.208 2.043 -4.226
N -1.111 1.192 -3.260
C -0.622 0.891 -2.192
N -0.198 0.344 -1.201

Calculated values
HOMO-LUMO gap (alpha / beta) = 3.010 / 2.946 eV
Lowest unoccupied orbital energy (alpha / beta) = -9.29 / -9.34 eV
E_tot = -130304.472 eV
ΔE to the lowest compared entry with this formula, charge and spin = 7.519 eV
Charge = +2
HOMO energy (alpha / beta) = -12.3 / -12.3 eV



2.
Here is a molecular structure, C25H25Cl5N3O4Ti from the OMol25 dataset. Energies are from ωB97M-V with the def2-TZVPD basis set.

Atoms and positions in Å:
Ti 0.149 -0.014 -0.083
C -1.330 -2.553 -0.758
C -0.070 -3.391 -0.852
O 1.040 -2.537 -0.632
C 2.279 -3.242 -0.735
C 3.393 -2.446 -0.090
O 3.088 -2.214 1.268
C 3.145 -0.872 1.710
C 1.937 -0.609 2.578
O 0.738 -0.935 1.846
C 0.141 -2.186 2.208
C -1.265 -2.150 1.654
O -1.242 -1.611 0.320
H -2.210 -3.185 -0.614
H -1.482 -1.947 -1.652
H -0.020 -3.857 -1.843
H -0.067 -4.193 -0.103
H 2.513 -3.426 -1.790
H 2.182 -4.209 -0.230
H 3.548 -1.498 -0.613
H 4.320 -3.020 -0.176
H 3.138 -0.182 0.856
H 4.060 -0.682 2.281
H 1.875 0.446 2.847
H 1.960 -1.210 3.487
H 0.098 -2.263 3.297
H 0.747 -3.000 1.810
H -1.889 -1.469 2.230
H -1.719 -3.143 1.646
C -4.424 3.065 0.928
C -4.459 1.680 0.963
C -3.473 0.943 0.323
C -2.470 1.603 -0.366
C -2.440 2.990 -0.428
C -3.416 3.719 0.230
N -1.434 0.860 -1.015
N -1.588 0.842 -2.313
C -0.533 0.256 -2.939
C -0.580 0.062 -4.331
C 0.517 -0.462 -4.958
C 1.652 -0.781 -4.193
C 1.607 -0.598 -2.837
N 0.528 -0.115 -2.188
H -5.186 3.638 1.438
H -5.251 1.171 1.495
H -3.487 -0.140 0.344
H -1.650 3.483 -0.980
H -3.394 4.800 0.195
H -1.476 0.353 -4.859
H 0.519 -0.614 -6.029
H 2.552 -1.160 -4.655
H 2.464 -0.829 -2.220
Cl 2.273 2.029 -0.759
C 1.263 2.660 0.535
C 0.351 1.771 1.066
C -0.340 2.233 2.178
Cl -1.366 1.128 3.042
C -0.215 3.531 2.663
Cl -1.122 4.061 4.019
C 0.667 4.415 2.031
Cl 0.829 6.025 2.590
C 1.442 3.970 0.959
Cl 2.582 5.006 0.203

Calculated values
HOMO-LUMO gap (alpha / beta) = 7.066 / 7.355 eV
Spin multiplicity = 3
Lowest unoccupied orbital energy (alpha / beta) = -2.94 / -3.88 eV
E_tot = -124712.166 eV
ΔE to the lowest compared entry with this formula, charge and spin = 0.288 eV
Charge = +1
HOMO energy (alpha / beta) = -10.0 / -11.2 eV



3.
Here is 4 unconnected molecules or ions with the total composition C25H25F33N3O5S in a non-equilibrium geometry from the OMol25 dataset. Energies are from ωB97M-V with the def2-TZVPD basis set.

Atoms and positions in Å:
O 2.137 -1.099 6.177
S 1.778 -2.404 5.533
O 0.334 -2.801 5.671
C 2.305 -2.345 3.724
N 3.047 -1.108 3.397
C 2.394 -0.112 2.801
N 3.167 1.117 2.546
C 2.133 2.160 2.938
C 0.904 1.501 2.153
N 1.007 0.009 2.382
C 0.596 -0.697 1.130
C -0.665 -1.690 1.371
C -2.066 -0.910 1.221
F -1.931 0.454 1.554
F -2.498 -0.936 -0.143
C -3.241 -1.633 2.074
F -4.466 -1.666 1.387
F -2.825 -3.000 2.157
C -3.344 -1.119 3.576
F -2.012 -0.952 4.060
F -3.939 -2.066 4.427
C -4.078 0.289 3.779
F -3.154 1.197 4.351
F -5.119 0.125 4.715
F -4.538 0.889 2.614
H 2.517 -3.414 6.179
H 1.444 -2.575 3.023
H 3.046 -3.219 3.613
H 4.046 -0.960 3.620
H 4.047 1.158 3.081
H 2.360 3.246 2.717
H 1.957 1.871 4.039
H 1.127 1.832 1.072
H -0.102 1.988 2.358
H 1.452 -1.331 0.695
H 0.279 0.011 0.296
H -0.519 -2.116 2.419
H -0.637 -2.530 0.598
C -5.631 0.955 -3.131
C -4.100 1.098 -3.038
C -3.536 1.326 -1.634
F -3.994 2.453 -1.062
F -2.181 1.447 -1.684
F -3.699 2.070 -3.895
F -3.559 -0.063 -3.513
O -6.362 2.131 -3.501
C -6.671 3.035 -2.462
C -5.962 4.385 -2.624
F -4.616 4.240 -2.676
F -6.234 5.197 -1.576
F -6.426 2.455 -1.272
F -8.007 3.222 -2.514
H -5.822 0.255 -3.949
H -6.059 0.471 -2.249
H -3.766 0.486 -0.978
H -6.282 4.886 -3.540
C -1.671 4.957 -4.376
C -1.746 6.387 -4.955
C -1.415 6.535 -6.441
F -0.164 6.147 -6.742
F -1.512 7.836 -6.815
F -0.974 7.206 -4.201
F -3.031 6.815 -4.776
O -0.464 4.599 -3.681
C 0.631 4.149 -4.448
C 1.832 5.100 -4.381
F 1.516 6.341 -4.800
F 2.836 4.658 -5.177
F 0.228 3.898 -5.706
F 0.983 2.950 -3.925
H -2.443 4.906 -3.603
H -1.961 4.197 -5.105
H -2.114 5.962 -7.058
H 2.209 5.176 -3.359
C 4.973 -6.058 0.201
C 4.655 -5.142 1.404
C 5.845 -4.383 1.998
F 6.798 -5.196 2.468
F 5.444 -3.616 3.054
F 4.012 -5.865 2.352
F 3.744 -4.214 0.964
O 5.155 -7.455 0.466
C 6.434 -7.884 0.887
C 6.432 -8.438 2.317
F 5.984 -7.526 3.208
F 7.684 -8.780 2.697
F 7.325 -6.891 0.707
F 6.795 -8.863 0.032
H 4.085 -6.029 -0.438
H 5.775 -5.657 -0.423
H 6.293 -3.713 1.259
H 5.794 -9.321 2.389

Calculated values
HOMO-LUMO gap = 9.061 eV
Lowest unoccupied orbital energy = -4.02 eV
E_tot = -141539.485 eV
Charge = +1
HOMO energy = -13.1 eV



4.
Here is C25H25FN2O3 in the gas phase from the OMol25 dataset. Energies are from ωB97M-V with the def2-TZVPD basis set.

Atoms and positions in Å:
C 2.251 -0.278 -6.257
O 0.931 -0.045 -5.829
C 0.710 0.219 -4.513
C 1.690 0.277 -3.531
C 1.345 0.540 -2.214
C 0.027 0.749 -1.846
C -0.404 1.058 -0.430
C 0.690 1.029 0.601
C 0.717 1.843 1.646
C -0.285 2.939 1.913
N -1.612 2.528 2.323
C -1.730 2.019 3.674
C -1.066 0.712 3.985
C 0.171 0.421 4.489
C 0.224 -0.986 4.625
C -0.984 -1.445 4.199
O -1.766 -0.426 3.815
C -2.525 1.992 1.345
C -2.427 0.519 0.907
O -3.256 -0.280 1.306
N -1.476 0.160 0.009
C -1.464 -1.225 -0.448
C -0.146 -1.914 -0.240
C 0.590 -2.387 -1.320
C 1.809 -3.012 -1.123
C 2.282 -3.158 0.167
F 3.477 -3.759 0.364
C 1.566 -2.710 1.262
C 0.349 -2.091 1.047
C -0.947 0.726 -2.843
C -0.619 0.457 -4.153
H 2.685 -1.152 -5.762
H 2.889 0.594 -6.082
H 2.184 -0.467 -7.327
H 2.730 0.119 -3.772
H 2.133 0.587 -1.480
H -0.823 2.070 -0.455
H 1.426 0.245 0.510
H 1.503 1.728 2.378
H 0.099 3.582 2.711
H -0.400 3.561 1.018
H -1.312 2.780 4.342
H -2.797 1.912 3.886
H 0.939 1.120 4.749
H 1.044 -1.569 4.994
H -1.396 -2.432 4.131
H -3.529 2.073 1.778
H -2.496 2.637 0.461
H -2.245 -1.726 0.133
H -1.737 -1.263 -1.507
H 0.210 -2.266 -2.323
H 2.391 -3.381 -1.953
H 1.956 -2.846 2.258
H -0.224 -1.735 1.888
H -1.978 0.923 -2.584
H -1.372 0.431 -4.924

Calculated values
HOMO-LUMO gap = 8.901 eV
SMILES = COc1ccc([C@@H]2/C=C\CN(Cc3ccco3)CC(=O)N2Cc2ccc(F)cc2)cc1
Lowest unoccupied orbital energy = 0.70 eV
E_tot = -38169.412 eV
Charge = 0
HOMO energy = -8.2 eV